Entry 1:
Entry from OMol25: the molecule C3H4OS in a non-equilibrium geometry (ωB97M-V/def2-TZVPD).

Computed properties:
max |F|	4.3	eV/Å
SMILES string	CC(=S)C=O
gap between HOMO and LUMO	7.87	eV
DFT total energy	-16056.8358	eV

CARTESIAN COORDINATES (ANGSTROEM)
S -2.072596 -0.419819 -0.393800
O 0.711070 1.465825 1.058798
C -0.551663 -0.181655 0.115853
C 0.609078 -0.596889 -0.677230
C -0.326532 0.859393 1.037193
H 1.125331 -1.462205 -0.180883
H 1.345984 0.242736 -0.679243
H -1.272754 1.025824 1.486607
H 0.432083 -0.933211 -1.767295

Forces on atoms 1 to 6 (eV/Å):
S -0.1 -0.2 0.5
O -0.1 0.6 0.8
C -0.6 -1.9 -3.9
C 2.0 -1.3 -1.6
C 0.6 0.9 0.7
H -0.3 0.7 -0.3

Entry 2:
Entry from OMol25: a structure of composition C3H7I2NS in a non-equilibrium geometry (ωB97M-V/def2-TZVPD).

Computed properties:
max |F|	3.9	eV/Å
gap between HOMO and LUMO	8.77	eV
DFT total energy	-31749.8230	eV

CARTESIAN COORDINATES (ANGSTROEM)
I 1.659606 1.843415 1.233264
I 1.197768 2.233572 -2.280608
S -1.597524 2.299034 -0.443247
N -0.778484 0.862151 -0.436645
C 0.888515 0.920573 -0.609950
C -1.202134 -0.186225 0.453182
C 1.546599 -0.402533 -0.818692
H 1.407179 -1.054356 0.042108
H -1.471215 2.693237 0.854275
H -2.286398 -0.269253 0.383933
H 1.167304 -0.887301 -1.717294
H 2.618335 -0.237092 -0.941964
H -0.928943 0.007761 1.499562
H -0.770773 -1.136482 0.139790

Forces on atoms 1 to 6 (eV/Å):
I -0.1 -0.2 -0.4
I 0.2 -0.3 0.1
S -0.3 0.2 0.4
N 3.7 -0.6 -1.1
C -3.4 1.3 0.8
C -0.2 -0.1 0.2

Entry 3:
Entry from OMol25: a structure of composition C31H29FeN5O7S (ωB97M-V/def2-TZVPD).

Computed properties:
max |F|	0.9	eV/Å
multiplicity	5
gap between HOMO and LUMO (alpha / beta)	5.60 / 5.61	eV
expectation value of S²	6.01
DFT total energy	-99626.8940	eV
charge	-2

CARTESIAN COORDINATES (ANGSTROEM)
Fe -0.323031 0.066958 0.634585
S 0.263238 2.831728 -0.386333
O -4.344337 1.215771 -0.244684
O -2.531303 0.458059 0.843067
O 1.263552 -0.062628 4.858743
O -0.228925 4.181989 -0.179491
O 1.154592 2.291991 0.634782
O 1.356432 -4.023757 -0.395123
O -1.685885 -2.107809 0.717239
N 1.233563 -0.207873 2.530750
N 1.260030 -1.834304 0.400016
N -0.699909 1.670736 2.529565
N -0.317879 -1.188825 -1.664253
N -0.811533 1.755676 -0.735747
C 0.956999 -2.839864 -0.403228
C -0.566245 -3.475818 -2.288438
C 2.508538 1.499893 -3.420122
C 1.363519 3.448068 -4.211300
C -1.733781 -1.784765 -3.497200
C -1.334184 3.842582 3.282485
C 2.336349 -1.914855 1.272688
C -3.940947 -2.468575 1.213566
C 3.465847 -0.974766 3.191227
C 0.926340 0.298262 3.714096
C -3.127328 1.172527 -0.008819
C -2.216275 2.113300 -0.835787
C 4.581498 -1.761358 2.950105
C 0.070462 1.531292 3.598651
C -2.940835 -2.320382 0.080007
C 1.244434 2.849089 -1.887466
C 0.157539 2.511812 4.583847
C 3.454452 -2.734036 1.068039
C -1.388717 2.797078 2.376013
C -0.545347 3.689931 4.414597
C -1.423102 -3.125364 -3.313973
C 2.067738 1.753057 -2.133464
C 2.568650 1.992988 -5.887613
C 2.328662 -1.042448 2.376906
C 4.568266 -2.662211 1.892015
C 2.140950 2.327739 -4.480266
C -1.163674 -0.856642 -2.639050
C -3.107124 -3.225497 2.251631
C -0.031518 -2.472475 -1.484323
C -1.718291 -2.615496 2.057738
C 0.907328 3.704906 -2.923840
H -1.543946 -1.781821 2.741857
H -4.845639 -2.996916 0.908616
H -1.385472 0.199693 -2.715835
H 5.458757 -1.662292 3.581252
H -3.467130 -3.094071 3.272319
H 0.775293 2.319201 5.449215
H 3.455653 -0.288736 4.026609
H -4.199295 -1.471427 1.572338
H -2.012139 2.857373 1.493921
H -0.486192 4.479384 5.155657
H -1.851146 -3.882866 -3.961858
H -2.586265 2.070510 -1.866524
H -2.889278 -3.233744 -0.527755
H -0.279633 -4.498066 -2.086500
H -0.909746 -3.340397 2.170690
H 3.122805 0.627075 -3.615640
H 5.421410 -3.307071 1.707442
H -1.897247 4.749171 3.103848
H 1.089089 4.112510 -5.024498
H 2.433302 0.928316 -6.084968
H 0.268358 4.554303 -2.713273
H 1.984006 2.552549 -6.618845
H -3.092943 -4.293606 2.018655
H 2.311713 1.094255 -1.307996
H 3.434785 -3.428277 0.241029
H -2.382551 3.133341 -0.473393
H -3.157547 -1.469203 -0.560847
H -2.392964 -1.461458 -4.292649
H 3.625151 2.226585 -6.044704

Forces on atoms 1 to 6 (eV/Å):
Fe 0.5 -0.3 0.7
S 0.8 -0.1 0.1
O 0.0 0.0 0.1
O 0.2 -0.4 -0.1
O 0.2 0.1 0.0
O -0.1 0.0 -0.2

Entry 4:
Entry from OMol25: the molecule C17H23NO3 (ωB97M-V/def2-TZVPD).

Computed properties:
max |F|	0.5	eV/Å
SMILES string	CCOC(=O)[C@@H]1CCCN(C(=O)CCc2ccccc2)C1
gap between HOMO and LUMO	9.91	eV
DFT total energy	-25636.1585	eV

CARTESIAN COORDINATES (ANGSTROEM)
O -1.403717 2.397530 -0.891025
O -0.598394 -3.699098 -0.489351
O -2.925456 2.386687 0.763838
N -1.397489 -1.782561 0.368448
C 0.027055 3.935575 0.329923
C 4.041994 -1.178309 -0.214161
C 3.801949 1.509948 0.384455
C 2.881563 -0.717591 0.394677
C 0.868367 -1.815519 -0.578573
C -2.373471 0.330925 -0.377462
C -3.744486 -1.757297 -0.311515
C -0.437939 -2.517421 -0.249957
C -2.698518 -2.374056 0.616828
C -1.111469 3.779842 -0.667823
C -2.301538 1.816571 -0.091152
C 4.954068 1.040239 -0.222007
C 1.742342 -1.654228 0.679528
C 5.072003 -0.306917 -0.519402
C -1.387705 -0.360816 0.588304
C 2.773261 0.635924 0.688541
C -3.773626 -0.238603 -0.154252
H -2.014667 4.277209 -0.300886
H -2.041478 0.155099 -1.404461
H -0.391451 0.054883 0.458321
H -0.271428 3.542822 1.299316
H 2.118600 -2.636039 0.970865
H -4.105473 0.032521 0.850036
H 5.758132 1.721079 -0.458967
H 0.906067 3.397082 -0.017284
H 1.879169 1.009332 1.169986
H -4.472916 0.201402 -0.867181
H -1.715173 -0.164741 1.617203
H 5.970145 -0.679580 -0.989768
H -3.494926 -2.013910 -1.343111
H -2.610803 -3.447552 0.444378
H -4.724622 -2.176992 -0.084238
H -2.970920 -2.196037 1.662716
H 4.137942 -2.229262 -0.445950
H 0.275018 4.987247 0.439507
H 1.141896 -1.267377 1.505353
H 1.395741 -2.440902 -1.300041
H 0.688038 -0.845711 -1.044683
H -0.835077 4.178553 -1.645846
H 3.705870 2.559269 0.624547

Forces on atoms 1 to 6 (eV/Å):
O 0.3 -0.1 -0.3
O 0.1 -0.3 -0.1
O 0.0 0.1 0.1
N -0.3 0.1 0.3
C -0.3 -0.2 -0.2
C 0.0 0.0 0.0

- The lowest DFT total energy belongs to which entry?
  C31H29FeN5O7S